The following is a DFT calculation (ωB97M-V/def2-TZVPD) of a 9-piece molecular cluster, H18O9 overall at a distorted geometry.

Atoms and positions in Å:
O  4.00637  0.59555  0.63733
H  4.09245  -0.14585  1.27756
H  3.23102  0.25332  0.20185
O  1.33301  2.37505  1.23488
H  2.29171  2.50644  1.34468
H  0.88264  3.00499  1.86445
O  -1.17701  0.93923  2.60286
H  -0.34325  0.48861  2.44415
H  -1.42221  0.41212  3.36510
O  -2.39092  -0.17683  0.47982
H  -3.16079  0.38454  0.30968
H  -1.98362  0.47408  1.03823
O  0.25654  0.50361  -0.69144
H  0.39767  1.25128  -0.11806
H  0.77686  -0.21348  -0.32461
O  2.13122  -1.40788  -0.09222
H  2.42710  -2.02600  -0.74383
H  1.57555  -1.88115  0.55907
O  -0.89232  -2.33490  -0.02709
H  -0.72639  -2.30876  -0.98539
H  -1.07310  -1.43443  0.21614
O  -2.86464  -0.38320  -2.37500
H  -3.65014  0.12236  -2.58697
H  -2.42877  0.08972  -1.61616
O  -0.20694  -0.56408  -2.92095
H  -1.20532  -0.47317  -2.87804
H  0.12328  -0.05119  -2.21602

ΔE to the lowest compared entry with this formula, charge and spin ... 55.34 kcal per mole
Orbital gap ... 9.83 eV
LUMO level ... -0.04 eV
HOMO energy ... -9.87 eV
Structure (SMILES) ... O.O.O.O.O.O.O.O.O
E_tot ... -687.9376 hartree